# C38H33N2ORuS2Se2

A molecular structure, C38H33N2ORuS2Se2 at a distorted geometry (ωB97M-V/def2-TZVPD, the Open Molecules 2025 dataset).

Output
F_max ... 5.27 eV/A
Electronic energy ... -7346.4047 Eh
Expectation value of S² ... 0.79

Structure (ORCA input):
```
! RIJCOSX wB97M-V def2-TZVPD def2/J DEFGRID3
* xyz 0 2
Ru 0.0268 -0.0050 0.0165
S 0.6272 0.7869 7.3169
C 1.8935 1.8053 7.8220
C 2.5950 2.3064 6.7623
C 2.0839 1.8451 5.5190
C 1.0040 1.0007 5.6472
C 0.2117 0.3311 4.5995
C 0.5080 0.4916 3.2390
N -0.1844 -0.0761 2.1931
C -1.2524 -0.8546 2.5327
C -1.6138 -1.0783 3.8850
C -2.7247 -1.8918 4.2088
C -3.4706 -2.4669 3.2223
C -3.1379 -2.2533 1.8687
C -3.8971 -2.8199 0.8417
C -3.5769 -2.5997 -0.4889
C -2.4638 -1.7934 -0.7107
N -1.7046 -1.2385 0.2396
C -2.0248 -1.4510 1.5224
C -4.3755 -3.1894 -1.5751
C -5.4880 -3.9967 -1.4913
C -6.0047 -4.3832 -2.7572
C -5.2745 -3.8620 -3.7883
S -3.9762 -2.9141 -3.2288
C -0.8653 -0.4795 4.8905
H 2.0607 1.9875 8.8725
H 3.4379 2.9749 6.8672
H 2.5105 2.1377 4.5729
H 1.3252 1.1135 2.9264
H -2.9981 -2.0608 5.2446
H -4.3223 -3.0818 3.4921
H -4.7504 -3.4346 1.1053
H -2.1183 -1.5547 -1.7114
H -5.9343 -4.3126 -0.5587
H -6.8710 -5.0136 -2.8993
H -5.4381 -3.9903 -4.8472
H -1.1583 -0.6540 5.9211
C 1.3706 4.3816 0.2406
Se 0.8617 2.5101 -0.0219
C -0.2883 2.9230 -1.5713
C -1.7101 3.0872 -1.0603
Se -2.1229 1.5125 0.0312
C -3.9047 2.1844 0.4551
H 2.0037 4.4436 1.1353
H 0.4820 5.0038 0.4117
H 1.9512 4.7379 -0.6192
H -0.2412 2.0901 -2.2605
H 0.0538 3.8127 -2.1207
H -2.3980 3.1838 -1.9131
H -1.7597 3.9775 -0.4157
H -4.4934 2.3005 -0.4631
H -3.8313 3.1289 1.0088
H -4.4100 1.4489 1.0948
O 0.5678 -1.6713 0.0270
C 6.3541 0.7798 2.8731
C 5.3603 0.1985 3.6484
C 4.0883 -0.0041 3.1180
C 3.7946 0.3610 1.8025
C 4.8063 0.9499 1.0348
C 6.0747 1.1583 1.5647
C 2.4407 0.1203 1.2514
C 2.2297 -0.0174 -0.0221
C 2.2210 -0.2196 -1.4273
C 3.1746 -1.0662 -2.0090
C 3.1856 -1.2616 -3.3812
C 2.2469 -0.6162 -4.1839
C 1.3005 0.2212 -3.6093
C 1.2829 0.4237 -2.2285
H 7.3445 0.9375 3.2857
H 5.5748 -0.1011 4.6686
H 3.3326 -0.4671 3.7394
H 4.6105 1.2571 0.0122
H 6.8457 1.6162 0.9546
H 1.6731 -0.0504 1.8872
H 3.9079 -1.5684 -1.3889
H 3.9262 -1.9154 -3.8281
H 2.2568 -0.7676 -5.2578
H 0.5713 0.7237 -4.2374
H 0.5430 1.0811 -1.7885
*
```

***

# C38H34AsCl2MoN2O8S3Si2

A molecular structure, C38H34AsCl2MoN2O8S3Si2 at a distorted geometry (ωB97M-V/def2-TZVPD, the Open Molecules 2025 dataset).

Output
F_max ... 4.63 eV/A
Electronic energy ... -7177.9347 Eh
Expectation value of S² ... 2.04

Structure (ORCA input):
```
! RIJCOSX wB97M-V def2-TZVPD def2/J DEFGRID3
* xyz -1 3
Mo 0.0393 0.0555 -0.7566
S 3.0146 -1.4386 4.6911
C 3.2280 -2.3119 6.1645
C 2.4524 -3.4168 6.3135
C 1.5669 -3.5663 5.2437
C 1.6926 -2.5774 4.2594
C 0.8136 -2.5346 3.0727
C 0.9406 -1.5891 2.0706
N 0.1069 -1.4998 0.9982
C -0.8548 -2.4741 0.9036
C -1.0914 -3.5349 1.9100
C -2.0899 -4.5474 1.7420
C -2.8385 -4.5609 0.5796
C -2.6590 -3.5447 -0.3711
C -3.4850 -3.4769 -1.5165
C -3.3267 -2.3900 -2.4061
C -2.2797 -1.4997 -2.2365
N -1.4793 -1.5655 -1.1802
C -1.6723 -2.5000 -0.2338
C -4.1029 -2.2695 -3.6284
C -4.4104 -1.1098 -4.3284
C -5.0627 -1.4321 -5.5464
C -5.1167 -2.7679 -5.7667
S -4.6080 -3.7284 -4.4544
C -0.2176 -3.5121 2.9798
H 3.9955 -1.9609 6.8514
H 2.5001 -4.0599 7.2098
H 0.8756 -4.3773 5.2231
H 1.7489 -0.8604 2.1478
H -2.2267 -5.2489 2.5380
H -3.6568 -5.2653 0.3928
H -4.1821 -4.2775 -1.6181
H -2.0639 -0.6758 -2.9293
H -4.1818 -0.1084 -3.9868
H -5.4414 -0.6416 -6.2395
H -5.4337 -3.2080 -6.7138
H -0.3240 -4.2158 3.8008
C 3.2979 -1.5713 -0.1918
Si 2.8268 0.2519 -0.5407
C 3.5361 1.0560 -2.1100
C 3.5275 1.1738 0.9178
C 4.9189 1.1722 1.0885
C 5.4579 1.8071 2.1997
C 4.5931 2.4338 3.0852
C 3.1992 2.4267 2.8955
C 2.6477 1.7394 1.8462
Si 0.7747 1.6246 1.4245
C 0.6443 3.5472 1.1239
C 0.0702 1.3015 3.2454
H 4.3722 -1.6238 0.0720
H 3.1660 -2.2064 -1.0991
H 2.6658 -2.0026 0.6196
H 4.3567 1.7427 -1.8999
H 2.7106 1.6246 -2.5607
H 3.9318 0.3014 -2.8141
H 5.5420 0.6743 0.3277
H 6.5090 1.7867 2.3024
H 5.0136 2.8693 4.0000
H 2.5566 2.8542 3.6607
H 1.1647 3.9833 2.0050
H -0.3874 3.9625 1.0779
H 1.2908 3.0079 -0.6504
H 0.1144 2.2787 3.7694
H 0.6359 0.5284 3.7361
H -0.9770 0.9593 3.2430
O 0.4251 3.6117 -3.4698
As -0.8493 2.5169 -2.5960
O 1.4167 3.7988 -0.0656
O 0.4577 1.8043 -1.4570
C -1.6431 3.7671 -1.3641
C -1.4578 5.1477 -1.5892
C -2.1589 6.0702 -0.8390
C -2.9978 5.6396 0.1848
C -3.3540 4.3087 0.2937
C -2.5639 3.3331 -0.3863
S -2.9547 1.5832 -0.2846
O -1.7005 0.9938 0.3390
O -4.1121 1.4954 0.5903
O -3.1309 1.1560 -1.6881
H 1.0656 3.0296 -3.9649
H -0.7941 5.4278 -2.3972
H -2.0334 7.1304 -1.0448
H -3.4431 6.3790 0.8752
H -4.1614 3.9589 0.9183
Cl 2.6581 -2.3424 -4.6649
C 0.9167 -1.7540 -4.5033
Cl -0.2760 -3.0664 -4.5807
C 0.6339 -0.8613 -3.2824
O 1.1077 -1.1743 -2.1481
O -0.1001 0.1346 -3.4781
H 0.7198 -1.0990 -5.3506
*
```

***

# C38H34AuCl3GeINO4P2

A molecular structure, C38H34AuCl3GeINO4P2 at a distorted geometry (ωB97M-V/def2-TZVPD, the Open Molecules 2025 dataset).

Output
F_max ... 1.18 eV/A
Electronic energy ... -6397.6761 Eh
Expectation value of S² ... 0.76

Structure (ORCA input):
```
! RIJCOSX wB97M-V def2-TZVPD def2/J DEFGRID3
* xyz 1 2
Au -0.2750 0.4187 -0.4619
O 1.1401 -1.1701 0.8111
P 2.6566 -1.1388 0.9219
C 3.3895 -0.2687 -0.5015
P 2.4942 -0.5646 -2.0439
O 1.0847 -0.0071 -1.9684
C 2.4597 -2.3165 -2.3720
C 3.6461 -3.0162 -2.5998
C 3.6027 -4.3767 -2.8515
C 2.3766 -5.0352 -2.8894
C 1.1962 -4.3379 -2.6727
C 1.2342 -2.9745 -2.4088
C 3.4006 0.2377 -3.3509
C 2.7322 0.3929 -4.5685
C 3.3723 1.0112 -5.6298
C 4.6763 1.4726 -5.4823
C 5.3409 1.3210 -4.2731
C 4.7040 0.7054 -3.2049
C 3.2541 -0.2358 2.3484
C 4.5771 0.2054 2.4322
C 5.0109 0.8900 3.5563
C 4.1276 1.1407 4.6009
C 2.8108 0.7125 4.5187
C 2.3734 0.0257 3.3947
C 3.3432 -2.7876 0.9187
C 2.4803 -3.8673 0.7666
C 2.9901 -5.1580 0.7468
C 4.3568 -5.3686 0.8736
C 5.2223 -4.2880 1.0175
C 4.7169 -2.9984 1.0414
H 4.4333 -0.5850 -0.6052
H 3.3605 0.8073 -0.3187
H 4.6034 -2.5013 -2.5949
H 4.5209 -4.9242 -3.0283
H 2.3442 -6.0990 -3.0969
H 0.2432 -4.8529 -2.7136
H 0.3181 -2.4187 -2.2413
H 1.7099 0.0451 -4.6792
H 2.8524 1.1374 -6.5718
H 5.1739 1.9570 -6.3139
H 6.3541 1.6868 -4.1573
H 5.2345 0.6047 -2.2640
H 5.2772 0.0342 1.6181
H 6.0357 1.2323 3.6180
H 4.4700 1.6751 5.4800
H 2.1185 0.9071 5.3302
H 1.3513 -0.3057 3.3413
H 1.4154 -3.6963 0.6577
H 2.3151 -5.9987 0.6327
H 4.7527 -6.3785 0.8627
H 6.2891 -4.4523 1.1205
H 5.4021 -2.1645 1.1717
C -3.4278 -0.6726 -0.2277
C -2.9715 0.2507 0.8307
C -3.7226 0.8833 1.8182
C -2.8762 1.7504 2.4801
C -1.5803 1.6462 1.8865
C -0.3410 2.4174 2.1727
N -1.6509 0.7262 0.9289
H -4.4478 -0.9913 -0.0264
H -2.7878 -1.5595 -0.3101
H -3.3946 -0.1587 -1.1909
H -4.7723 0.7014 1.9998
H -3.1161 2.4114 3.3034
H -0.4301 2.9660 3.1082
H -0.1412 3.1266 1.3607
H 0.5240 1.7460 2.2383
I -3.2120 6.0764 -6.8491
C -2.5214 4.8583 -5.3112
C -2.8750 3.5152 -5.2888
C -2.4136 2.7055 -4.2619
C -1.5998 3.2332 -3.2658
C -1.2492 4.5789 -3.2986
C -1.7117 5.3964 -4.3195
C -1.0827 2.3707 -2.1576
O -0.2592 2.8037 -1.3363
O -1.5346 1.1530 -2.1032
H -3.5075 3.1045 -6.0668
H -2.6834 1.6571 -4.2292
H -0.6108 4.9757 -2.5197
H -1.4430 6.4448 -4.3442
Cl 0.3530 -3.0852 3.2012
Ge -1.0948 -1.7464 2.3404
Cl -2.8607 -2.9294 1.9800
Cl -1.4692 -0.4098 4.0085
*
```

***

# C38H34AuCl3GeINO4P2

A molecular structure, C38H34AuCl3GeINO4P2 (ωB97M-V/def2-TZVPD, the Open Molecules 2025 dataset).

Output
F_max ... 0.57 eV/A
Electronic energy ... -6397.6169 Eh
Expectation value of S² ... 3.85

Structure (ORCA input):
```
! RIJCOSX wB97M-V def2-TZVPD def2/J DEFGRID3
* xyz 1 4
Au -0.1324 2.1107 -0.2675
O -1.9039 1.1987 0.4875
P -2.4130 -0.2085 0.6130
C -1.3882 -1.3990 1.5802
P 0.3816 -0.9602 1.6260
O 0.7537 -0.2400 0.3717
C 1.3284 -2.4948 1.7171
C 1.7911 -3.0612 2.9019
C 2.6169 -4.1748 2.8560
C 2.9804 -4.7225 1.6344
C 2.5042 -4.1733 0.4504
C 1.6819 -3.0588 0.4892
C 0.6994 -0.1015 3.1878
C 2.0080 0.2787 3.3677
C 2.4315 0.9329 4.5326
C 1.5389 1.1080 5.6012
C 0.2429 0.7014 5.4885
C -0.2945 0.2306 4.2136
C -2.6206 -0.9843 -1.0072
C -2.8494 -2.3678 -1.1700
C -3.2116 -2.8719 -2.4393
C -3.1595 -2.0879 -3.5393
C -2.6067 -0.7027 -3.4660
C -2.6551 -0.1394 -2.0824
C -3.9951 -0.1929 1.4613
C -4.6160 1.0246 1.7169
C -5.8264 1.0458 2.3951
C -6.4095 -0.1410 2.8121
C -5.7973 -1.3595 2.5433
C -4.5899 -1.3885 1.8666
H -1.4351 -2.3627 1.0707
H -1.7977 -1.5263 2.5820
H 1.5110 -2.6331 3.8568
H 2.9888 -4.6065 3.7760
H 3.6449 -5.5762 1.6030
H 2.7860 -4.6002 -0.5031
H 1.3232 -2.6067 -0.4280
H 2.7322 0.0298 2.5991
H 3.4619 1.2466 4.6314
H 1.8906 1.5338 6.5312
H -0.4466 0.7905 6.3167
H -1.1305 -0.4541 4.3067
H -2.8353 -3.0400 -0.3222
H -3.5449 -3.8983 -2.5229
H -3.4182 -2.4716 -4.5172
H -3.0501 -0.0341 -4.2018
H -2.6343 0.9310 -1.9429
H -4.1364 1.9395 1.3934
H -6.3114 1.9909 2.5997
H -7.3458 -0.1196 3.3543
H -6.2609 -2.2833 2.8627
H -4.1165 -2.3398 1.6530
C -0.0102 4.5641 -2.5046
C 1.2664 3.8731 -2.2480
C 2.4921 3.9923 -2.9772
C 3.3973 3.1864 -2.3552
C 2.7170 2.5737 -1.2544
C 3.2753 1.5964 -0.2998
N 1.4362 3.0177 -1.2062
H 0.1245 5.3857 -3.2040
H -0.4281 4.9348 -1.5656
H -0.7326 3.8556 -2.9222
H 2.6507 4.6218 -3.8380
H 4.4306 3.0258 -2.6186
H 4.3412 1.7744 -0.1625
H 3.1373 0.5783 -0.6785
H 2.7563 1.6554 0.6556
I 5.7794 -1.4263 -4.3252
C 3.7486 -0.9570 -4.1177
C 3.3190 -0.2976 -2.9746
C 1.9815 0.0389 -2.8490
C 1.0814 -0.3049 -3.8517
C 1.5141 -0.9837 -4.9823
C 2.8571 -1.3021 -5.1226
C -0.3392 0.1096 -3.6721
O -1.1958 -0.8826 -3.9004
O -0.6633 1.2176 -3.3115
H 4.0247 -0.0413 -2.1954
H 1.6133 0.5523 -1.9673
H 0.8131 -1.2541 -5.7611
H 3.2030 -1.8150 -6.0093
Cl -1.3562 1.7865 3.6370
Ge 1.3393 4.2585 1.7964
Cl 3.1588 5.1494 0.8839
Cl -0.0973 5.8058 1.2605
*
```

***

# C38H34AuFO2S2

A molecular structure, C38H34AuFO2S2 (ωB97M-V/def2-TZVPD, the Open Molecules 2025 dataset).

Output
F_max ... 0.36 eV/A
Electronic energy ... -2650.6735 Eh

Structure (ORCA input):
```
! RIJCOSX wB97M-V def2-TZVPD def2/J DEFGRID3
* xyz 0 1
Au -0.3655 0.1647 1.4243
O -2.2546 -0.6229 0.4222
S -3.5904 0.0613 0.2420
C -3.7914 0.1908 -1.5503
C -3.3302 -1.0478 -2.3236
C -2.2466 -0.6880 -3.3448
C -0.9372 -0.2336 -2.6965
S 0.4181 -1.4420 -2.6486
O 1.3761 -0.8538 -1.6713
C -0.3979 -2.7991 -1.8021
C -0.2015 -2.9307 -0.4381
C -0.7936 -3.9920 0.2326
C -1.5646 -4.9136 -0.4639
C -1.7295 -4.7912 -1.8389
C -1.1305 -3.7392 -2.5164
C -4.7861 -1.2284 0.5428
C -6.1238 -0.8818 0.6703
C -7.0612 -1.8832 0.8727
C -6.6517 -3.2079 0.9567
C -5.3071 -3.5354 0.8481
C -4.3601 -2.5426 0.6418
H -3.1986 1.0702 -1.8105
H -4.8436 0.4356 -1.7069
H -4.1853 -1.5037 -2.8235
H -2.9300 -1.7941 -1.6354
H -2.6162 0.1138 -3.9890
H -2.0696 -1.5390 -4.0064
H -1.0527 0.0824 -1.6570
H -0.4827 0.5971 -3.2365
H 0.4245 -2.2123 0.0789
H -0.6450 -4.0967 1.2999
H -2.0197 -5.7448 0.0608
H -2.3053 -5.5269 -2.3857
H -1.2184 -3.6635 -3.5938
H -6.4274 0.1578 0.6223
H -8.1081 -1.6307 0.9759
H -7.3852 -3.9868 1.1196
H -4.9908 -4.5674 0.9256
H -3.3042 -2.7714 0.5691
C 1.4249 -0.1377 2.0555
C 2.5787 0.3616 2.0946
C 3.8023 0.9268 2.0749
C 4.3963 1.2457 0.7588
C 5.2836 2.3147 0.5987
C 5.7523 2.6604 -0.6594
C 5.3457 1.9473 -1.7788
C 4.4563 0.8897 -1.6316
C 3.9835 0.5430 -0.3780
C 4.4865 1.2526 3.3431
C 5.8771 1.1868 3.4543
C 6.5022 1.4538 4.6626
C 5.7511 1.7959 5.7778
C 4.3668 1.8563 5.6802
C 3.7402 1.5820 4.4768
H 5.5836 2.8979 1.4594
H 6.4299 3.4983 -0.7656
H 5.7135 2.2195 -2.7600
H 4.1169 0.3297 -2.4936
H 3.2710 -0.2656 -0.2812
H 6.4687 0.9017 2.5942
H 7.5805 1.3877 4.7333
H 6.2407 2.0087 6.7195
H 3.7731 2.1188 6.5466
H 2.6609 1.6205 4.3982
F -0.0446 3.6373 -4.1639
C -0.2432 3.3176 -2.8631
C 0.8353 2.9113 -2.0981
C 0.6201 2.5703 -0.7757
C -0.6564 2.6375 -0.1970
C -0.8711 2.2615 1.2171
C -1.7113 3.0587 -1.0087
C -1.5170 3.3972 -2.3443
H 1.8222 2.8463 -2.5380
H 1.4520 2.2107 -0.1798
H -1.8928 2.4285 1.5578
H -0.1589 2.7272 1.8933
H -2.7020 3.1563 -0.5759
H -2.3309 3.7403 -2.9704
*
```